93
Properties=species:S:1:pos:R:3 method="wB97M-V/def2-TZVPD" molar_mass_g_mol=667.197 homo_ev=-9.9 total_charge=+1 gap_ha=0.2902
Mg 0.5991 -0.1074 -0.4089
O -1.1609 -3.2357 2.0544
C 0.0128 -3.7216 2.5156
C -0.0469 -4.8795 3.2925
C 1.1079 -5.4377 3.7955
C 2.3482 -4.8573 3.5374
C 2.4104 -3.7184 2.7662
C 1.2545 -3.1300 2.2395
C 1.3677 -1.9221 1.3960
O 0.2557 -1.3253 1.0374
N 2.5587 -1.5321 1.0444
N 2.5343 -0.4062 0.1955
C 3.6838 0.1406 0.0748
S 5.1088 -0.4588 0.8802
C 6.1782 0.8967 0.3187
C 5.6966 1.3617 -1.0419
S 3.8990 1.5604 -0.9357
H -0.9529 -2.3847 1.6195
H -1.0164 -5.3126 3.4879
H 1.0452 -6.3312 4.4013
H 3.2508 -5.2945 3.9378
H 3.3609 -3.2534 2.5494
H 7.1966 0.5145 0.2679
H 6.1445 1.7119 1.0428
H 5.9321 0.6328 -1.8175
H 6.1225 2.3273 -1.3145
O 0.3167 1.7073 -0.8873
P -0.1956 3.1012 -0.4844
C -1.9073 2.8143 0.0581
C -2.7446 4.0050 0.5718
C -4.2444 3.7510 0.3925
C -4.5688 2.3111 0.7693
C -3.9142 1.3324 -0.2200
C -2.7135 1.9598 -0.9350
C 0.1266 4.0985 -1.9901
C 0.5541 5.5666 -1.8931
C -0.6127 6.5289 -1.7265
C -1.6096 6.3561 -2.8679
C -2.0925 4.9127 -2.9613
C -0.9318 3.9301 -3.0916
C 0.9218 3.6856 0.8303
C 0.7857 5.0889 1.4608
C -0.0626 5.1766 2.7252
C 0.3079 4.1096 3.7443
C 0.2295 2.7261 3.1159
C 1.1652 2.6222 1.9183
H -1.7042 2.1545 0.9168
H -2.4588 4.9408 0.0889
H -2.5501 4.1320 1.6364
H -4.5495 3.9475 -0.6392
H -4.7994 4.4544 1.0147
H -5.6449 2.1466 0.8080
H -4.1987 2.1274 1.7824
H -4.6389 1.0188 -0.9735
H -3.6008 0.4251 0.3023
H -3.0612 2.5860 -1.7561
H -2.0932 1.1809 -1.3832
H 1.0151 3.5283 -2.3000
H 1.0438 5.7943 -2.8463
H 1.3211 5.7088 -1.1317
H -0.2442 7.5551 -1.6906
H -1.1162 6.3529 -0.7698
H -1.1244 6.6382 -3.8077
H -2.4578 7.0297 -2.7417
H -2.7650 4.7904 -3.8124
H -2.6841 4.6828 -2.0725
H -0.4241 4.1225 -4.0422
H -1.2866 2.8985 -3.1416
H 1.8372 3.7057 0.2178
H 0.4436 5.8277 0.7376
H 1.8076 5.3822 1.7264
H -1.1211 5.0877 2.4783
H 0.0599 6.1743 3.1505
H -0.3411 4.1743 4.6179
H 1.3284 4.2825 4.1015
H -0.8041 2.5149 2.8228
H 0.5010 1.9564 3.8407
H 1.1495 1.6112 1.5035
H 2.1920 2.7671 2.2723
C 0.5298 -3.6305 -5.6984
C 0.4479 -2.8014 -4.4555
C 0.1913 -3.3671 -3.2132
C 0.1308 -2.5617 -2.0925
N 0.3063 -1.2378 -2.1436
C 0.5502 -0.6843 -3.3396
C 0.6281 -1.4194 -4.5005
H 0.3939 -4.6870 -5.4819
H 1.4983 -3.4979 -6.1803
H -0.2348 -3.3234 -6.4121
H 0.0399 -4.4319 -3.1080
H -0.0652 -2.9805 -1.1126
H 0.6826 0.3907 -3.3449
H 0.8281 -0.9177 -5.4370